{"formula": "C27H32N4O6", "method": "ωB97M-V/def2-TZVPD", "homo_lumo_gap_ev": 8.73, "mol_weight_g_mol": 508.6, "fmax_ev_per_a": 18.40, "e_above_lowest_ev": 24.991, "e_homo_ev": -8.369, "species": ["C", "C", "O", "C", "C", "C", "C", "C", "C", "O", "C", "C", "H", "H", "H", "H", "H", "H", "C", "O", "N", "C", "O", "N", "H", "C", "C", "C", "C", "C", "C", "C", "H", "H", "C", "O", "N", "H", "C", "H", "H", "C", "H", "H", "C", "N", "C", "O", "C", "H", "C", "H", "H", "C", "H", "H", "H", "H", "H", "H", "H", "H", "H", "H", "H", "H", "H", "H", "H"], "xyz": [[-7.103600, -1.904805, -2.462095], [-7.817876, -1.397104, -1.372338], [-7.378703, -0.018362, -0.957124], [-6.273692, 0.065534, -0.384791], [-5.898015, 1.250406, -0.529283], [-4.784218, 1.747292, 0.251457], [-3.998035, 0.759844, 0.975707], [-4.329888, -0.428607, 0.714112], [-5.553521, -0.840154, 0.181014], [-5.889930, -2.208084, 0.300195], [-5.133012, -2.955652, 0.864965], [-5.869119, -4.400721, 0.556812], [-5.922298, -4.862621, -0.509941], [-6.697483, -4.414021, 1.216693], [-5.148902, -5.306203, 0.928968], [-4.180281, -3.177512, 0.447395], [-4.862136, -3.125567, 1.965228], [-3.680750, -1.192903, 1.410594], [-2.539423, 1.396118, 1.353612], [-1.915799, 0.578888, 2.104764], [-2.393700, 2.639667, 1.222826], [-3.260489, 3.698698, 0.873006], [-2.847898, 4.889956, 0.720421], [-4.383706, 3.197728, 0.359564], [-4.909435, 4.017060, -0.490791], [-0.979421, 3.096215, 1.851832], [0.081400, 2.430212, 0.981955], [0.138365, 3.144325, -0.388422], [1.046498, 2.512029, -1.059750], [2.178256, 1.698671, -0.600386], [2.129496, 1.491329, 0.623840], [1.054459, 1.788743, 1.360213], [1.096038, 1.558753, 2.545274], [2.868945, 0.640707, 1.091972], [3.176768, 1.262783, -1.631907], [3.343651, 2.031818, -2.708238], [4.070084, 0.356718, -1.390991], [4.020135, 0.041834, 0.004470], [5.152415, -0.023038, -1.996629], [5.259129, -0.990520, -1.698055], [4.970445, -0.044586, -2.904792], [6.279980, 0.859861, -1.513298], [6.128844, 1.758278, -2.074788], [7.206775, 0.237433, -2.294425], [6.671219, 0.922516, -0.335503], [7.159779, -0.494154, 0.322672], [6.160289, -1.206848, 1.087925], [5.086985, -0.843621, 1.329127], [6.701193, -2.338323, 1.357558], [6.103592, -3.141650, 0.882149], [8.196438, -2.214043, 1.152551], [8.693554, -1.872646, 2.054457], [8.836711, -3.122473, 0.776372], [8.291811, -1.256011, 0.223225], [8.358450, -1.674326, -0.767439], [9.134947, -0.419860, 0.440080], [6.407738, -2.720671, 2.427911], [7.596013, 1.476319, -0.077133], [5.983140, 1.424274, 0.306951], [1.311305, 2.815497, -1.921592], [-0.613615, 3.545342, -0.841843], [-0.913263, 2.638527, 2.953727], [-1.044172, 4.171350, 1.851504], [-6.724405, 2.110698, -0.751471], [-8.982750, -1.321016, -1.641431], [-7.922931, -2.182579, -0.512805], [-7.138223, -1.269752, -3.292208], [-6.072963, -1.980854, -2.117429], [-7.731169, -2.906150, -2.846221]], "atomic_forces_ev_per_a": [[0.28, -3.64, -2.25], [-6.31, 0.67, 3.69], [-7.71, -4.86, -3.23], [-1.68, -3.45, -0.82], [4.31, 14.62, 2.65], [0.06, 0.50, -0.16], [2.95, 11.19, -2.73], [0.26, -9.06, 3.21], [4.67, -4.68, 3.27], [-6.57, 9.80, -4.30], [5.52, -12.56, 4.10], [4.23, -2.78, 0.23], [-0.70, 1.94, 1.46], [-1.36, -0.40, -0.10], [-1.42, 2.16, -0.08], [1.45, 0.75, -1.02], [-1.20, 1.60, -0.53], [-1.45, 1.42, -2.29], [-4.59, -9.75, 4.38], [0.18, 2.48, -2.46], [4.58, 6.18, 1.90], [2.25, 1.53, -2.72], [-1.55, -3.50, 1.25], [-4.86, 1.10, -4.38], [2.08, -3.53, 3.87], [-1.39, -3.20, 1.64], [-8.00, 9.73, -4.14], [2.13, -6.10, 6.43], [3.74, -1.60, 1.34], [-1.83, 1.78, -7.06], [5.04, -6.66, 6.07], [3.95, -3.86, 9.30], [-0.15, 0.10, -2.84], [-1.38, 2.44, -0.65], [1.38, 5.15, -4.30], [-1.29, -2.86, 3.33], [-7.40, -0.49, 10.51], [0.53, 0.66, -4.94], [4.48, 0.43, 6.02], [1.23, -3.07, 0.65], [-0.70, 0.37, -9.05], [0.20, -3.81, -18.00], [0.06, 1.05, 0.16], [-1.86, 2.07, 2.10], [7.15, -1.23, 14.53], [-7.67, 3.20, 1.27], [2.92, 8.13, -5.01], [-6.13, 2.51, 1.00], [2.73, -11.92, 5.66], [0.77, 0.18, -0.71], [1.69, -6.90, 4.18], [-0.29, -0.27, 0.55], [-1.64, 1.15, 1.10], [4.39, 7.64, -5.62], [0.66, 0.03, -0.87], [-0.76, -2.34, -0.97], [0.78, 1.03, -1.45], [-0.31, 0.24, -0.92], [-0.92, -0.35, 1.21], [0.85, 1.98, -6.94], [-4.39, 3.24, -2.17], [-0.47, 1.13, -2.37], [0.39, 0.18, -0.21], [2.20, -2.38, -0.20], [2.48, 0.59, 0.44], [0.78, 1.95, -1.18], [0.03, 1.13, -1.33], [0.24, -1.03, -0.70], [2.34, 2.20, 1.20]], "nbo_charge": [-0.64, -0.10, -0.46, 0.20, -0.23, 0.21, -0.18, -0.15, 0.17, -0.49, -0.04, -0.63, 0.22, 0.20, 0.19, 0.15, 0.16, 0.25, 0.69, -0.63, -0.48, 0.78, -0.63, -0.61, 0.44, -0.20, -0.01, -0.19, -0.14, -0.12, -0.14, -0.22, 0.21, 0.19, 0.63, -0.71, -0.56, 0.41, -0.21, 0.18, 0.22, -0.38, 0.27, 0.14, -0.22, -0.44, 0.65, -0.61, -0.51, 0.27, -0.41, 0.22, 0.23, -0.20, 0.18, 0.18, 0.25, 0.22, 0.23, 0.21, 0.21, 0.23, 0.25, 0.23, 0.19, 0.22, 0.22, 0.22, 0.23]}